The following is a DFT calculation (the ωB97M-V functional and the def2-TZVPD basis) of an isolated molecule of C5H9NO at a distorted geometry.

Summary:
Energy above the lowest of the compared OMol25 structures with the same formula, charge and spin ... 77.1 kcal/mol
Structure (SMILES) ... CC1(C)NCC1=O
DFT total energy ... -325.81466 Eh
Maximum force ... 0.041 Eh/bohr
Orbital gap ... 9.26 eV

CARTESIAN COORDINATES (ANGSTROEM)
O  0.487  -1.946  1.630
N  0.928  0.425  -0.616
C  -1.479  -0.806  -0.810
C  -0.586  1.363  0.520
C  0.602  -1.020  0.872
C  -0.317  -0.124  -0.031
C  1.802  -0.242  0.310
H  -1.616  1.399  0.797
H  2.288  0.414  1.056
H  -1.849  -1.738  -0.347
H  1.049  0.488  -1.601
H  0.108  1.591  1.347
H  2.529  -0.823  -0.237
H  -1.240  -1.063  -1.852
H  -0.381  2.194  -0.210
H  -2.325  -0.112  -0.830

Atomic forces in eV per Å
-0.2544 0.8674 -0.8717
0.8648 -0.8583 -1.1414
0.1734 0.4424 0.0900
-1.2960 -0.5814 0.7584
0.0767 0.4243 0.4137
-0.1383 2.1130 -0.0323
0.7163 -0.4181 -0.2445
-0.9118 0.5912 0.9971
-0.0743 -0.2092 -0.2923
0.4522 0.4374 0.1270
0.4946 -0.5958 -0.5772
-0.5649 -0.2767 -0.0829
0.6178 -0.5956 0.4273
0.2248 0.1939 0.3076
-0.4099 -1.4125 0.2410
0.0290 -0.1220 -0.1200